[1]
Density functional theory data (the ωB97M-V functional and the def2-TZVPD basis) for a structure of composition C21H7Cl5N3O3RuS4 in a non-equilibrium geometry.

Computed properties:
Total charge: +1
E_HOMO (spin up / spin down), Eh: -0.420 / -0.420
HOMO-LUMO gap (spin up / spin down), eV: 6.225 / 6.217

Last column: Löwdin charge in e.
Element x y z (Å)
Ru (-0.71827, -0.23879, 0.91839)  0.585
Cl (-2.09622, 1.90949, 0.19943)  0.729
C (-1.25991, 2.36312, 1.68384)  -0.673
C (-0.54010, 1.32479, 2.24798)  -0.382
C (0.01745, 1.59782, 3.49211)  -0.677
Cl (0.87218, 0.36131, 4.35781)  0.703
C (-0.08992, 2.86388, 4.08509)  -0.696
Cl (0.63193, 3.17117, 5.61080)  0.719
C (-0.78788, 3.88767, 3.44104)  -0.701
Cl (-0.91536, 5.44243, 4.15173)  0.723
C (-1.40168, 3.63128, 2.21578)  -0.710
Cl (-2.31126, 4.82988, 1.39633)  0.728
O (1.91218, 0.09222, -6.20349)  0.115
N (2.32556, 0.24722, -5.07855)  -0.335
O (3.46912, 0.51683, -4.77603)  0.102
C (1.38443, -0.04590, -3.97237)  -0.051
C (0.38334, -0.90025, -4.25571)  0.088
C (-0.54130, -1.29876, -3.24006)  -0.110
C (-1.60768, -2.17987, -3.48720)  0.038
C (-2.45154, -2.50979, -2.45814)  -0.004
C (-2.21175, -1.97931, -1.18702)  -0.081
N (-1.20704, -1.15538, -0.93130)  -0.031
C (-0.38215, -0.79845, -1.94703)  -0.136
C (0.66243, 0.14747, -1.66626)  -0.132
N (0.70390, 0.65985, -0.40807)  -0.045
C (1.61676, 1.56466, -0.10862)  -0.074
C (2.54178, 2.02346, -1.05000)  0.009
C (2.51944, 1.52142, -2.32293)  0.045
C (1.56150, 0.54304, -2.66620)  -0.043
H (0.28714, -1.29380, -5.25844)  0.142
H (-1.75069, -2.58248, -4.48159)  0.136
H (-3.28940, -3.17577, -2.60359)  0.124
H (-2.84894, -2.23826, -0.35152)  0.101
H (1.60563, 1.94241, 0.90554)  0.124
H (3.26353, 2.77502, -0.76527)  0.126
H (3.22755, 1.86618, -3.05880)  0.119
O (0.02292, -5.23976, 5.38541)  0.025
C (-0.11708, -4.37668, 4.58955)  -0.943
S (-1.70952, -3.62142, 4.22915)  1.031
C (-1.11814, -2.50372, 3.03896)  -1.123
C (0.27565, -2.56043, 2.73165)  -1.122
S (0.89887, -1.49008, 1.65769)  0.770
S (1.24158, -3.67975, 3.63897)  1.018
S (-2.06905, -1.41397, 2.30097)  0.767

[2]
Density functional theory data (the ωB97M-V functional and the def2-TZVPD basis) for a structure of composition C21H87Ba2NO24 in a non-equilibrium geometry.

Computed properties:
Total charge: 0
E_HOMO, Eh: -0.287
HOMO-LUMO gap, eV: 7.396

Last column: Löwdin charge in e.
Element x y z (Å)
N (11.56142, -23.40274, 14.49788)  0.241
H (11.69538, -23.18280, 15.47450)  0.071
H (10.98878, -24.23453, 14.48079)  0.009
H (12.47460, -23.73043, 14.21712)  0.000
H (11.22665, -22.61944, 13.95524)  0.073
Ba (12.73629, -26.17213, 16.43792)  1.978
Ba (15.22290, -22.81399, 16.28039)  1.959
O (10.41173, -25.59358, 15.21310)  -0.554
H (9.56265, -26.03818, 15.40264)  0.013
O (13.88516, -24.44928, 14.47070)  -0.645
H (14.25190, -23.76207, 13.88097)  -0.093
O (15.25013, -25.45115, 16.85484)  -0.772
H (15.68112, -25.84396, 17.63872)  -0.108
O (13.77870, -20.41527, 17.28628)  -0.451
C (12.44619, -20.72144, 17.76790)  -0.290
C (12.05272, -22.23719, 18.10713)  -0.336
O (12.50018, -23.34808, 17.33804)  -0.519
H (11.81005, -20.56780, 16.89622)  0.079
H (12.29434, -19.99927, 18.57009)  0.074
H (10.96290, -22.22862, 18.08956)  0.077
H (12.36957, -22.39262, 19.13841)  0.080
C (13.16511, -21.40258, 22.19452)  -0.150
O (14.46899, -21.91597, 21.90154)  -0.143
H (12.76691, -21.88280, 23.08835)  0.080
H (13.38843, -20.33595, 22.21777)  0.080
H (12.48019, -21.56488, 21.36227)  0.054
H (14.78250, -21.47182, 21.11032)  0.014
C (8.82521, -17.62664, 21.79117)  -0.181
O (8.70919, -17.68672, 23.17169)  -0.119
H (9.31768, -16.70848, 21.47093)  0.075
H (9.50292, -18.44719, 21.55555)  0.061
H (7.87322, -17.73210, 21.27090)  0.082
H (8.65980, -18.61964, 23.39264)  0.022
C (10.05566, -20.73994, 23.39514)  -0.198
O (8.72008, -20.52353, 23.48792)  -0.108
H (10.21459, -21.38140, 24.26195)  0.094
H (10.38926, -21.19729, 22.46366)  0.074
H (10.60326, -19.80251, 23.49241)  0.092
H (8.31964, -21.37492, 23.29716)  0.105
C (12.29359, -17.70094, 20.18305)  -0.212
O (12.74797, -17.63284, 18.92231)  -0.108
H (13.14211, -17.72962, 20.86664)  0.081
H (11.59596, -16.88205, 20.35861)  0.083
H (11.79590, -18.63765, 20.43400)  0.075
H (12.87180, -18.51290, 18.55934)  0.035
C (10.94454, -26.00896, 11.84590)  -0.157
O (9.97885, -25.40168, 12.67896)  -0.155
H (10.77994, -25.91818, 10.77223)  0.078
H (11.95680, -25.68928, 12.09337)  0.067
H (10.96250, -27.06768, 12.10455)  0.073
H (10.26064, -25.59675, 13.57570)  -0.034
C (8.04227, -21.17926, 18.41665)  -0.142
O (7.87484, -22.51150, 18.14569)  -0.160
H (7.68262, -20.67969, 17.51710)  0.081
H (7.36518, -20.87469, 19.21471)  0.097
H (9.11591, -21.04974, 18.55305)  0.078
H (8.46821, -22.62248, 17.39923)  0.035
C (16.36061, -24.04730, 19.24040)  -0.209
O (16.65291, -22.80653, 18.71134)  -0.223
H (15.31832, -24.36565, 19.22064)  0.071
H (17.05030, -24.84335, 18.95981)  0.093
H (16.57476, -23.92779, 20.30246)  0.097
H (16.38401, -22.17689, 19.38428)  0.058
C (5.63856, -25.23246, 18.53454)  -0.153
O (5.98930, -24.14181, 19.36578)  -0.153
H (4.81189, -25.70940, 19.06107)  0.082
H (5.35462, -24.73346, 17.60800)  0.076
H (6.54487, -25.79788, 18.31772)  0.063
H (6.66434, -23.63337, 18.91037)  0.012
C (8.29825, -23.35249, 14.44190)  -0.150
O (8.71621, -23.53522, 15.74960)  -0.146
H (7.58155, -24.13838, 14.20350)  0.090
H (7.69395, -22.44649, 14.48760)  0.088
H (9.11580, -23.31845, 13.72180)  0.061
H (9.35455, -24.25021, 15.69571)  0.005
C (12.52857, -24.96308, 21.44433)  -0.169
O (12.51999, -26.37484, 21.35279)  -0.121
H (11.57820, -24.45505, 21.28059)  0.075
H (12.91270, -24.77690, 22.44726)  0.082
H (13.30803, -24.53275, 20.81556)  0.065
H (12.18118, -26.57086, 20.47621)  0.024
C (9.49546, -17.68037, 16.96763)  -0.180
O (9.74345, -17.75285, 18.32186)  -0.107
H (10.19879, -18.20343, 16.31969)  0.059
H (8.55336, -18.20202, 16.79900)  0.075
H (9.37972, -16.63559, 16.67928)  0.084
H (10.54764, -17.23823, 18.42214)  0.048
C (14.51767, -28.07143, 18.76975)  -0.111
O (13.08486, -27.89428, 18.60695)  -0.276
H (14.90506, -27.65492, 17.83994)  0.026
H (14.92324, -27.38357, 19.51169)  0.093
H (14.81945, -29.11783, 18.81535)  0.097
H (12.66219, -28.70201, 18.90782)  0.090
C (14.71074, -20.42177, 13.28357)  -0.084
O (14.06375, -21.46522, 14.08195)  -0.270
H (14.38408, -19.56301, 13.87002)  0.070
H (15.79258, -20.47356, 13.40627)  0.092
H (14.36273, -20.16493, 12.28306)  0.081
H (13.14514, -21.18707, 14.06196)  0.031
C (18.37456, -20.29865, 17.07854)  -0.154
O (17.12191, -20.63613, 16.60400)  -0.250
H (18.42633, -19.82556, 18.05916)  0.065
H (18.99420, -21.19151, 16.99520)  0.096
H (18.66025, -19.45793, 16.44635)  0.091
H (16.54470, -19.87173, 16.53971)  0.013
C (14.94903, -17.16269, 16.02355)  -0.097
O (15.46844, -18.48486, 16.23878)  -0.165
H (15.71208, -16.41291, 15.81457)  0.081
H (14.32049, -17.15832, 15.13303)  0.054
H (14.42793, -16.87556, 16.93684)  0.079
H (14.75907, -18.99756, 16.63313)  0.008
C (9.73170, -25.27124, 18.88631)  -0.070
O (11.19968, -25.43819, 18.88482)  -0.245
H (9.42172, -24.32575, 18.44129)  0.059
H (9.30243, -26.02081, 18.22150)  0.071
H (9.24190, -25.29145, 19.85986)  0.091
H (11.62197, -24.65410, 18.52639)  -0.019
C (16.41336, -19.27094, 19.77925)  -0.113
O (15.46042, -20.31694, 19.79987)  -0.138
H (16.05206, -18.37224, 20.27915)  0.085
H (17.35902, -19.51407, 20.26373)  0.085
H (16.69481, -19.03947, 18.75197)  0.058
H (15.11792, -20.48350, 18.91865)  0.038
C (11.16188, -19.91180, 13.28769)  -0.110
O (11.48481, -21.24674, 12.91837)  -0.143
H (11.03903, -19.75324, 14.35908)  0.083
H (11.89796, -19.25045, 12.83061)  0.080
H (10.12886, -19.75300, 12.97826)  0.094
H (11.96036, -21.13855, 12.09148)  0.104
C (11.62366, -16.27472, 13.91656)  -0.148
O (10.70004, -15.21963, 14.29366)  -0.111
H (11.97842, -16.88616, 14.74625)  0.059
H (11.28695, -17.02669, 13.20293)  0.053
H (12.48741, -15.80569, 13.44533)  0.076
H (10.46612, -14.73470, 13.49885)  0.071

[3]
Density functional theory data (the ωB97M-V functional and the def2-TZVPD basis) for a cluster of 32 separate species, C21H98B2BrClF3IN5O41S2 in total in a non-equilibrium geometry.

Computed properties:
Total charge: +1
E_HOMO, Eh: -0.424
HOMO-LUMO gap, eV: 7.510

Last column: Löwdin charge in e.
Element x y z (Å)
C (0.75033, -3.14523, 3.83158)  -0.034
O (1.18336, -1.78424, 3.59279)  0.019
B (1.38957, -1.45485, 2.26426)  -0.670
O (2.32561, -2.22637, 1.54249)  0.115
N (0.76022, -0.29667, 1.51595)  0.185
C (-0.68842, -0.24828, 1.49627)  -0.196
N (-1.40830, -1.15941, 0.84404)  0.075
B (-2.95492, -1.14895, 0.95213)  -0.629
N (-3.80225, -0.70333, -0.15486)  0.232
O (-3.51369, -1.56645, 2.15997)  0.181
S (-0.86443, -2.41904, -0.16676)  0.864
O (-0.11230, -3.47288, 0.47488)  -0.207
O (-2.03251, -3.16155, -0.75201)  -0.255
C (-0.03044, -1.77330, -1.74997)  -0.522
F (-0.24880, -0.46609, -1.93504)  0.139
F (1.24510, -2.13799, -1.71811)  0.166
F (-0.56521, -2.40317, -2.89560)  0.075
N (-1.05260, 0.82225, 2.25361)  0.060
C (-2.15533, 1.76102, 1.95411)  -0.146
C (-2.01192, 2.53032, 0.57125)  -0.142
C (-3.19249, 3.62117, 0.52502)  -0.164
C (-4.43603, 3.23926, -0.36637)  -0.136
C (-5.63928, 2.72223, 0.55109)  -0.159
O (-6.13514, 1.48069, -0.00365)  -0.059
C (-7.14429, 0.92503, 0.79694)  -0.500
C (-7.02896, 0.64234, 2.31382)  0.008
O (-8.14838, 0.62178, 0.23481)  0.128
C (0.17873, 1.52449, 2.77613)  -0.545
I (0.31565, 3.66393, 3.05713)  1.281
C (0.19900, 1.00585, 4.26589)  -0.182
C (-0.54799, 1.88928, 5.31806)  -0.861
O (-1.72288, 1.97192, 5.37269)  0.008
Br (0.42703, 2.90066, 6.72367)  0.678
C (1.30067, 1.05651, 1.74709)  -0.335
C (2.66286, 1.43787, 2.36540)  -0.158
C (3.95229, 0.60738, 2.01792)  -0.150
C (5.30621, 1.42259, 2.08142)  -0.183
C (5.39090, 2.47523, 3.24186)  -0.213
S (5.51611, 4.21436, 2.65884)  0.388
O (6.29535, 4.28537, 1.43238)  -0.360
O (6.20357, 4.97647, 3.69524)  -0.357
Cl (3.67728, 5.09948, 2.36334)  0.370
C (1.19686, 1.76152, 0.31932)  -0.068
C (2.46784, 1.62611, -0.56056)  -0.356
C (2.76700, 0.51480, -1.59935)  -0.021
N (3.32663, 2.56509, -0.43425)  0.160
H (-0.07129, -3.09610, 4.59746)  0.061
H (0.36754, -3.68089, 2.93552)  0.091
H (1.55015, -3.75593, 4.33052)  0.114
H (3.20255, -2.15069, 1.99249)  0.082
H (-4.75086, -0.67618, 0.22363)  0.093
H (-3.53967, 0.26373, -0.37146)  0.072
H (-2.76849, -1.54648, 2.80063)  0.085
H (-2.34458, 2.46976, 2.79858)  0.084
H (-3.18051, 1.29336, 1.87776)  0.131
H (-2.18134, 1.83103, -0.28039)  0.103
H (-1.08221, 3.12949, 0.51132)  0.057
H (-2.73017, 4.51789, 0.04214)  0.091
H (-3.50354, 3.93455, 1.55043)  0.108
H (-4.21715, 2.55710, -1.21886)  0.117
H (-4.83290, 4.20095, -0.81707)  0.090
H (-5.21836, 2.58417, 1.57752)  0.100
H (-6.44689, 3.49671, 0.63096)  0.142
H (-6.05702, 0.95815, 2.76985)  0.076
H (-7.10390, -0.45340, 2.46326)  0.066
H (-7.84030, 1.21077, 2.85653)  0.090
H (-0.36046, 0.03104, 4.27440)  0.098
H (1.19965, 0.77939, 4.69993)  0.086
H (2.68491, 1.55727, 3.48091)  0.108
H (2.89281, 2.47753, 2.00248)  0.051
H (3.93174, 0.09120, 1.03300)  0.108
H (4.05856, -0.19682, 2.80002)  0.120
H (5.50023, 1.92118, 1.10245)  0.101
H (6.13894, 0.69803, 2.25806)  0.074
H (4.56887, 2.43345, 3.99132)  0.106
H (6.33828, 2.31049, 3.82156)  0.109
H (0.33077, 1.40222, -0.28379)  0.105
H (1.04235, 2.86790, 0.41078)  0.085
H (3.67133, 0.75562, -2.21623)  0.094
H (1.92441, 0.47205, -2.33762)  0.064
H (2.97538, -0.47505, -1.13064)  0.077
H (4.11686, 2.40703, -1.06643)  0.069
O (-7.50538, -1.68091, 4.34196)  -0.059
H (-7.99256, -1.35811, 5.11054)  0.063
H (-7.88519, -2.55597, 4.17330)  0.033
O (-3.61903, -1.84878, -3.39272)  -0.034
H (-3.24208, -2.07523, -2.54284)  -0.022
H (-2.98978, -2.21624, -4.02119)  0.004
O (-2.01567, -1.19561, -6.34343)  -0.036
H (-1.64887, -1.42230, -5.48690)  0.005
H (-1.38121, -1.56345, -6.97518)  0.017
O (-1.74770, 6.52122, 0.74494)  -0.060
H (-0.85679, 6.76261, 0.46936)  0.035
H (-2.31706, 7.12543, 0.25513)  0.050
O (0.18208, -3.05531, -5.62197)  -0.033
H (-0.23798, -2.72772, -4.81439)  0.018
H (-0.15214, -3.96011, -5.71136)  0.032
O (-5.53896, -2.34823, 6.48454)  -0.067
H (-6.27195, -2.17004, 5.87799)  -0.017
H (-5.47906, -3.30874, 6.49221)  0.015
O (-0.90785, -3.73497, 6.32974)  -0.058
H (-1.30845, -3.40958, 7.14520)  0.053
H (-1.22051, -4.64472, 6.26006)  0.058
O (4.81641, -3.30726, 1.73341)  -0.047
H (4.14579, -3.85408, 1.30472)  0.050
H (5.54152, -3.91810, 1.90553)  0.057
O (7.91045, -0.22470, 1.53779)  -0.055
H (8.73072, 0.20958, 1.80979)  0.063
H (8.18574, -1.12317, 1.31936)  0.070
O (3.10602, -4.31021, -6.65854)  -0.051
H (2.59378, -3.64611, -6.18465)  -0.003
H (2.43766, -4.85580, -7.09423)  0.011
O (2.42240, -1.30674, -6.44589)  -0.047
H (2.83969, -0.98693, -5.63873)  0.037
H (1.63305, -1.77036, -6.13483)  -0.017
O (-0.49263, -5.95134, -5.27529)  -0.043
H (-0.91245, -5.63271, -4.46635)  0.059
H (-0.82861, -6.85159, -5.37191)  0.071
O (-7.24370, -4.39394, 4.87554)  -0.042
H (-6.80607, -5.02862, 4.29559)  0.063
H (-7.32704, -4.86202, 5.71471)  0.059
O (7.58380, 4.92573, -1.29739)  -0.056
H (8.05310, 5.22764, -0.51142)  0.005
H (6.79091, 4.50626, -0.94610)  0.004
O (-3.80545, 1.29009, -5.83831)  -0.076
H (-3.24494, 0.61970, -6.24612)  -0.025
H (-4.69694, 1.03511, -6.09520)  0.039
O (-2.60968, 1.04079, -8.44274)  -0.061
H (-1.77411, 1.51804, -8.46651)  0.044
H (-2.37027, 0.16934, -8.10064)  -0.014
O (-2.97597, 4.49864, 4.21056)  -0.068
H (-2.15064, 4.99479, 4.18585)  0.001
H (-2.72354, 3.63554, 4.55996)  -0.014
O (3.98018, -6.92677, -5.11102)  -0.065
H (3.03657, -6.87716, -5.30101)  0.030
H (4.34745, -6.15139, -5.55402)  0.035
O (1.16602, -5.22529, -9.05650)  -0.047
H (0.98574, -6.13111, -9.33229)  0.045
H (1.71261, -4.86906, -9.76657)  0.052
O (7.80923, 0.21967, 4.45020)  -0.051
H (7.11657, -0.32300, 4.84294)  0.043
H (7.70874, 0.08119, 3.49692)  -0.021
O (-0.12997, 2.00471, -3.76686)  -0.050
H (-0.93249, 2.11166, -4.29444)  0.045
H (0.00181, 1.05262, -3.73505)  -0.005
O (0.70474, 7.39591, 2.88734)  -0.072
H (1.05009, 7.43415, 3.78710)  0.043
H (1.41871, 6.99447, 2.37931)  -0.009
O (9.47324, 6.77274, 1.01459)  -0.051
H (9.94191, 7.07330, 1.80061)  0.041
H (8.67847, 6.35252, 1.36481)  0.020
O (-5.17900, 4.93517, -2.85233)  -0.057
H (-4.95528, 4.43547, -3.64658)  0.048
H (-6.11462, 5.13936, -2.96236)  0.048
O (2.88543, -9.36006, -5.61655)  -0.081
H (3.67985, -8.88696, -5.32521)  0.006
H (3.19492, -10.25399, -5.79556)  0.034
O (-2.08333, -1.10047, 4.84193)  -0.043
H (-1.66337, -0.79844, 5.65297)  0.049
H (-2.84324, -1.61405, 5.16404)  0.064
O (2.81006, -0.43204, 5.86198)  -0.051
H (2.43443, -0.15137, 6.70532)  0.044
H (2.47869, -1.33042, 5.74377)  0.035
O (-0.82508, -1.02033, -8.80592)  -0.052
H (-0.81463, -0.80168, -9.74473)  0.072
H (-0.27490, -1.81247, -8.74535)  0.059
O (9.87711, 0.41705, -0.67450)  -0.061
H (10.55444, 1.07624, -0.86420)  0.044
H (9.04756, 0.88439, -0.82445)  0.031
O (-9.27613, 3.28849, 2.96179)  -0.062
H (-9.80056, 3.95700, 3.41613)  0.039
H (-9.92103, 2.80715, 2.43010)  0.041
O (-2.22828, -5.72053, -7.83938)  -0.051
H (-1.88594, -5.70515, -6.93750)  -0.011
H (-1.52693, -6.14002, -8.34823)  0.023

Q: Number 2 is which compound?
A: C21H87Ba2NO24